Record 1
# C18H13FN2O3S

An isolated molecule of C18H13FN2O3S at a distorted geometry (wB97M-V/def2-TZVPD, OMol25).

XYZ file:
```
38
Properties=species:S:1:pos:R:3:mulliken_charge:R:1
O -0.96 4.78 2.21 -0.594
F -2.72 -1.72 -4.88 -0.301
S 0.55 5.64 4.98 -0.385
O -0.22 2.79 1.28 -0.283
O -0.03 -2.10 -5.37 -0.519
C -0.22 3.79 2.21 0.079
C 1.16 4.25 4.46 -0.035
C 1.98 1.60 4.13 -0.482
C 0.69 3.52 3.25 0.303
C 1.08 2.23 3.15 0.905
C -1.14 0.21 -0.46 -1.241
C 0.21 0.10 0.00 0.408
C 2.38 2.26 5.22 0.170
C 0.73 0.50 1.35 -0.842
C 0.43 1.81 1.90 0.616
C -2.19 -0.60 -2.79 -0.767
C 0.56 -1.10 -3.29 -0.685
C -1.75 -1.25 -4.02 0.485
C -0.37 -1.47 -4.23 0.232
C -1.18 -0.34 -1.79 0.809
C 0.14 -0.58 -2.08 -0.018
N 1.99 3.62 5.38 -0.094
N 0.97 -0.40 -1.00 -0.157
C 0.19 -3.60 -5.29 -0.764
C 3.16 1.52 6.40 -1.220
H 2.16 0.56 3.80 0.235
H -1.97 0.46 0.08 0.613
H 1.50 -0.07 1.80 0.259
H -3.28 -0.43 -2.68 0.380
H 1.61 -1.28 -3.39 0.488
H 2.16 4.15 6.23 0.273
H 1.64 -1.03 -0.78 0.250
H -0.16 -4.09 -6.24 0.253
H -0.33 -4.03 -4.40 0.312
H 1.17 -3.77 -5.00 0.344
H 4.17 2.08 6.51 0.312
H 3.42 0.49 6.15 0.316
H 2.56 1.58 7.31 0.344
```

The calculation puts the relative energy (zero: lowest compared OMol25 entry of this formula, charge and spin) at 388.3 kJ/mol. As for the SMILES: COc1cc2[nH]c(/C=C3\OC(=O)c4c3cc(C)[nH]c4=S)cc2cc1F. The value obtained for the highest occupied orbital energy is -7.824 eV.

***

Record 2
# C32H42F6INO5S

A cluster of 3 separate species, C32H42F6INO5S in total at a distorted geometry (wB97M-V/def2-TZVPD, OMol25).

XYZ file:
```
88
Properties=species:S:1:pos:R:3:mulliken_charge:R:1
C 2.10 -2.90 2.54 -1.144
C 0.71 -2.33 2.57 0.627
O -0.02 -2.43 3.52 -0.570
O 0.39 -1.68 1.44 0.110
C -1.01 -1.40 1.30 -1.125
C -1.32 -1.12 -0.15 -0.869
N -1.07 0.28 -0.66 2.271
C -0.32 1.10 0.23 -1.385
C -1.02 2.01 1.04 0.084
C -2.53 2.13 0.96 -0.790
C -3.30 1.44 2.09 -0.013
O -3.92 2.42 2.91 -0.611
C -4.39 0.45 1.61 0.861
F -5.47 0.47 2.39 -0.317
F -3.92 -0.82 1.65 -0.275
F -4.82 0.68 0.36 -0.283
C -0.34 2.85 1.92 -0.584
C 1.04 2.80 2.00 -0.942
C 1.76 1.92 1.20 -0.785
C 1.08 1.10 0.32 1.209
S 1.98 -0.01 -0.73 -0.323
C 0.92 -0.01 -2.15 1.125
C 1.47 -0.17 -3.43 0.913
C 2.97 -0.36 -3.58 -1.900
C 3.37 -1.81 -3.19 -0.164
C 2.29 -2.79 -3.49 0.382
F 1.40 -3.08 -2.50 -0.271
C 2.10 -3.38 -4.71 0.093
F 1.15 -3.11 -5.59 -0.188
F 2.92 -4.31 -5.16 -0.215
C 0.62 -0.16 -4.52 -0.864
C -0.75 0.02 -4.33 -0.794
C -1.29 0.17 -3.07 0.264
C -2.79 0.36 -2.93 -1.333
C -3.12 1.87 -3.04 -0.378
C -3.20 2.37 -4.48 -1.363
I -1.53 3.63 -5.04 -0.002
C -0.45 0.15 -1.95 -1.042
H 2.58 -2.79 3.51 0.339
H 2.10 -3.91 2.15 0.283
H 2.68 -2.30 1.83 0.251
H -1.35 -0.65 2.00 0.272
H -1.53 -2.32 1.56 0.807
H -2.39 -1.32 -0.27 0.661
H -0.82 -1.87 -0.76 0.206
H -2.78 3.19 1.05 0.802
H -2.84 1.82 -0.03 -0.265
H -2.60 0.90 2.73 0.576
H -4.01 2.01 3.78 0.272
H -0.89 3.56 2.53 0.557
H 1.59 3.45 2.66 0.373
H 2.84 1.86 1.25 0.514
H 3.18 -0.16 -4.63 0.501
H 3.45 0.37 -2.92 0.415
H 4.26 -2.13 -3.74 0.476
H 3.61 -1.91 -2.13 0.357
H 1.02 -0.30 -5.51 0.475
H -1.37 0.03 -5.22 0.374
H -3.23 -0.16 -3.78 0.814
H -3.14 -0.02 -1.98 -0.143
H -2.29 2.40 -2.57 0.357
H -4.01 2.13 -2.46 0.428
H -4.08 2.97 -4.68 0.535
H -3.18 1.56 -5.20 0.402
C 7.51 -4.54 -1.47 -1.395
C 7.07 -3.32 -2.25 0.757
C 7.70 -3.27 -3.63 -1.324
O 7.40 -2.13 -1.53 -0.539
H 8.60 -4.53 -1.33 0.350
H 7.05 -4.56 -0.48 0.345
H 7.25 -5.47 -1.99 0.357
H 5.98 -3.32 -2.35 0.027
H 8.79 -3.22 -3.55 0.407
H 7.37 -2.39 -4.18 0.320
H 7.44 -4.16 -4.22 0.352
H 8.36 -2.11 -1.43 0.344
C -5.71 4.37 6.74 -1.365
C -5.07 3.00 6.59 0.490
C -4.46 2.52 7.90 -1.342
O -4.07 3.04 5.57 -0.484
H -4.96 5.11 7.03 0.348
H -6.14 4.70 5.80 0.327
H -6.49 4.36 7.50 0.392
H -5.83 2.28 6.26 0.276
H -3.67 3.21 8.22 0.330
H -4.00 1.54 7.77 0.327
H -5.21 2.46 8.69 0.394
H -3.40 3.67 5.84 0.258
```

As for the SMILES: CC(=O)OCCN1c2c(C[C@@H](O)C(F)(F)F)cccc2Sc2c(CCC(F)=C(F)F)ccc(CCCI)c21.CC(C)O.CC(C)O. The value obtained for the highest occupied orbital energy is -7.977 eV.

***

Record 3
# C16H34MnNO2P2Si

A structure of composition C16H34MnNO2P2Si at a distorted geometry (wB97M-V/def2-TZVPD, OMol25).

XYZ file:
```
57
Properties=species:S:1:pos:R:3:mulliken_charge:R:1
C 0.82 -1.26 -4.51 -0.829
C 0.92 -1.42 -3.15 0.519
N -0.20 -1.66 -2.43 -0.151
C -1.44 -1.39 -2.91 0.858
C -1.60 -1.28 -4.28 -0.771
C -0.46 -1.26 -5.08 -0.354
C 2.20 -1.24 -2.38 -1.303
P 1.84 -0.97 -0.58 1.065
Mn -0.16 -2.27 -0.57 -0.164
P -1.82 -0.58 -0.08 2.190
C -2.51 -1.21 -1.88 -1.728
O 2.39 4.22 -4.61 -0.612
O -0.03 2.61 -1.71 -0.675
H 1.75 -1.08 -5.06 0.442
H -2.61 -1.10 -4.65 0.443
H -0.56 -1.18 -6.17 0.387
C 3.24 -1.66 0.32 -1.322
C 1.98 0.81 -0.31 -0.879
H -3.22 -0.45 -2.22 0.373
H -3.07 -2.14 -1.72 0.300
H 2.77 -0.40 -2.73 0.505
H 2.84 -2.14 -2.45 0.401
C -3.23 -1.26 0.82 -1.462
C -2.20 1.15 -0.33 -1.371
H -0.42 1.90 2.22 0.408
H 0.05 3.47 -1.27 0.274
H 3.06 4.80 -4.97 0.301
H 2.14 3.69 -5.37 0.317
H 0.00 -1.14 1.70 0.057
H -0.01 2.85 -2.69 0.254
H 4.11 -1.01 0.19 0.396
H 3.00 -1.76 1.38 0.252
H 3.46 -2.65 -0.08 0.415
H 3.04 1.10 -0.35 0.483
H 1.43 1.40 -1.05 0.144
H 1.56 1.08 0.67 0.182
H -3.21 1.23 -0.75 0.469
H -2.10 1.62 0.65 0.429
H -1.47 1.60 -1.02 0.153
H -4.12 -0.71 0.50 0.372
H -3.35 -2.32 0.59 0.371
H -3.05 -1.12 1.89 0.298
C -1.61 1.06 5.10 -1.050
Si -0.13 0.42 4.14 0.058
C 1.50 1.03 4.89 -1.051
C -0.05 -1.46 4.33 -1.058
C -0.47 0.79 2.34 -0.270
C -0.64 -0.22 1.43 -0.834
H -1.43 1.07 6.19 0.308
H -2.48 0.42 4.89 0.278
H -1.83 2.09 4.77 0.337
H 1.45 0.99 5.98 0.296
H 2.35 0.41 4.56 0.279
H 1.71 2.07 4.63 0.348
H -0.91 -1.93 3.84 0.277
H 0.86 -1.88 3.90 0.279
H -0.08 -1.75 5.39 0.364
```

Its expectation value of S² is 6.180. Its multiplicity is 5. The value obtained for the highest occupied orbital energy (alpha / beta) is -4.248 / -4.870 eV.

***

Record 4
# C16H28N4

A cluster of 4 separate species, C16H28N4 in total at a distorted geometry (wB97M-V/def2-TZVPD, OMol25).

XYZ file:
```
48
Properties=species:S:1:pos:R:3:mulliken_charge:R:1
C -17.85 15.35 -17.20 -1.101
C -18.45 13.91 -17.29 -0.640
C -19.95 13.88 -17.60 -0.237
C -20.33 14.21 -18.94 0.293
N -20.59 14.42 -20.06 -0.501
H -18.01 15.75 -18.20 0.299
H -16.77 15.31 -17.14 0.330
H -18.43 15.88 -16.45 0.342
H -18.31 13.31 -16.39 0.336
H -17.81 13.60 -18.12 0.305
H -20.42 14.50 -16.83 0.330
H -20.27 12.85 -17.40 0.250
C -25.32 14.45 -18.08 -0.973
C -24.32 14.66 -19.22 -0.419
C -24.23 13.41 -20.19 -0.416
C -23.36 12.35 -19.56 0.174
N -22.65 11.60 -19.02 -0.520
H -25.09 13.60 -17.45 0.230
H -26.33 14.35 -18.47 0.177
H -25.36 15.35 -17.46 0.401
H -23.29 14.84 -18.90 0.245
H -24.72 15.47 -19.84 0.349
H -23.79 13.71 -21.14 0.335
H -25.15 12.85 -20.34 0.352
C -29.46 15.65 -15.35 -1.062
C -30.07 14.40 -16.09 -0.526
C -29.39 14.07 -17.44 -0.112
C -29.65 14.88 -18.56 0.317
N -29.88 15.60 -19.48 -0.477
H -29.71 16.57 -15.87 0.337
H -28.42 15.66 -15.03 0.318
H -30.03 15.71 -14.42 0.334
H -31.14 14.40 -16.27 0.334
H -29.94 13.49 -15.51 0.311
H -29.67 13.07 -17.78 0.297
H -28.32 13.96 -17.30 -0.028
C -26.11 10.64 -15.73 -0.930
C -25.64 9.26 -16.22 -0.518
C -24.15 9.16 -16.47 -0.015
C -23.10 9.52 -15.46 0.235
N -22.34 9.77 -14.63 -0.474
H -25.44 10.81 -14.90 0.362
H -27.14 10.60 -15.36 0.340
H -25.90 11.35 -16.53 0.105
H -26.30 9.14 -17.09 0.324
H -25.88 8.45 -15.53 0.334
H -23.92 9.88 -17.26 -0.084
H -23.91 8.18 -16.89 0.335
```

The calculation puts the relative energy (zero: lowest compared OMol25 entry of this formula, charge and spin) at 146.9 kJ/mol. As for the SMILES: CCCC#N.CCCC#N.CCCC#N.CCCC#N. The value obtained for the highest occupied orbital energy is -11.264 eV.

***

Record 5
# C10H10F5KO2S

A structure of composition C10H10F5KO2S (wB97M-V/def2-TZVPD, OMol25).

XYZ file:
```
29
Properties=species:S:1:pos:R:3:mulliken_charge:R:1
K -0.13 1.04 -0.93 0.985
C 2.68 -0.23 4.53 -1.101
C 2.08 0.71 3.49 -0.450
S 0.81 -0.07 2.48 0.402
O 0.18 1.04 1.69 -0.672
C -0.39 -0.51 3.76 -0.485
C -0.85 0.67 4.61 -1.106
H 3.53 0.25 5.01 0.359
H 3.03 -1.16 4.07 0.322
H 1.96 -0.49 5.31 0.269
H 2.82 1.02 2.76 0.400
H 1.64 1.61 3.93 0.345
H 0.04 -1.32 4.34 0.383
H -1.22 -0.93 3.19 0.406
H -0.09 0.98 5.32 0.267
H -1.73 0.38 5.19 0.373
H -1.12 1.51 3.98 0.296
F -2.83 -1.12 -7.23 -0.323
C -1.99 -0.76 -6.25 0.721
C -2.40 -0.73 -4.93 -0.220
F -3.67 -1.06 -4.62 -0.311
C -1.52 -0.36 -3.94 0.501
F -1.97 -0.32 -2.65 -0.389
C -0.18 0.02 -4.16 0.224
O 0.61 0.38 -3.22 -0.964
C 0.19 -0.03 -5.53 0.402
F 1.45 0.31 -5.87 -0.339
C -0.68 -0.41 -6.53 0.007
F -0.26 -0.42 -7.81 -0.300
```

The calculation puts the relative energy (zero: lowest compared OMol25 entry of this formula, charge and spin) at 2.1 kJ/mol. The value obtained for the highest occupied orbital energy is -6.833 eV.